ORCA calculation (ωB97M-V with the def2-TZVPD basis set) on a 2-piece molecular cluster, C7H9N4O2 overall in a non-equilibrium geometry.

Geometry (Å):
C 2.51 1.57 0.33
C 3.67 1.05 -0.11
C 1.56 0.53 0.16
C 0.27 0.27 0.52
C 2.28 -0.66 -0.34
C -2.01 -0.09 0.81
C 0.53 -2.20 -0.46
N 1.80 -1.85 -0.58
N 3.62 -0.27 -0.34
N -0.34 -1.28 -0.11
N -4.32 0.85 -0.52
O -0.85 0.84 0.73
O -1.60 -1.35 0.19
H 2.17 2.55 0.67
H 4.63 1.55 0.11
H -2.18 -0.29 1.96
H -2.85 0.38 0.24
H 0.37 -3.21 -0.76
H 4.38 -0.90 -0.51
H -3.99 0.93 -1.49
H -4.84 1.65 -0.18
H -4.82 -0.05 -0.33

Results
DFT total energy in eV: -17449.263
Kohn-Sham gap in eV: 8.018
Net charge: +1